No. 1
Density functional theory data (ωB97M-V/def2-TZVPD) for C3H7I2NS as an isolated structure at a distorted geometry.

**Lowest unoccupied orbital energy**: -0.8 eV
**HOMO-LUMO gap**: 8.0501 eV
**Largest force on an atom**: 4.11 eV/Å
**Energy relative to the best compared isomer or geometry (same formula, charge and spin)**: 57.3 kcal per mole
**E_HOMO**: -8.82 eV
**E_tot**: -1166.70334 hartree
**Charge**: 0

Atoms and positions in Å:
C: -0.48230 1.58477 -0.57182
C: -1.09593 -1.57222 0.31934
C: 0.47371 0.75348 0.22317
N: 0.60741 -0.60952 0.00195
S: 1.85429 -1.56770 0.45717
I: -0.21577 1.36727 2.28106
I: 2.59955 1.74138 -0.12237
H: -0.19204 2.67882 -0.79419
H: -1.54982 1.42863 -0.25596
H: -0.55712 1.17813 -1.64533
H: -1.19525 -1.94392 1.37284
H: -1.67445 -0.67783 -0.02977
H: -0.99420 -2.34606 -0.45141
H: 2.42192 -2.01523 -0.78468

Forces on atoms 1 to 2 (eV/Å):
-1.4198 0.0403 -3.7523
2.1952 2.5375 -1.0931

No. 2
Density functional theory data (ωB97M-V/def2-TZVPD) for C30H55F5InN2O10P3S3Te as an isolated structure at a distorted geometry.

**Lowest unoccupied orbital energy**: -0.3 eV
**HOMO-LUMO gap**: 6.8521 eV
**Largest force on an atom**: 1.58 eV/Å
**Energy relative to the best compared isomer or geometry (same formula, charge and spin)**: 4.1 kcal per mole
**E_HOMO**: -7.16 eV
**E_tot**: -5214.55459 hartree
**Charge**: 0

Atoms and positions in Å:
In: 0.64352 -1.05268 -0.00715
C: -2.10052 4.61591 2.26659
C: -2.78575 3.29561 2.58283
C: -2.98299 3.09455 4.06826
O: -2.07668 2.12206 2.10605
P: -0.88712 1.90127 1.11108
O: -0.69716 0.43656 1.02453
C: 0.56100 2.77662 1.76041
P: 2.15378 1.92446 1.54036
O: 2.03822 0.46585 1.41505
O: 3.03012 2.40605 2.76165
C: 2.69441 2.21896 4.16717
C: 3.96223 2.50395 4.93957
C: 2.13624 0.83743 4.45741
O: 2.89732 2.62185 0.33363
C: 3.51274 3.93886 0.41852
C: 4.99187 3.76202 0.15750
C: 2.84519 4.85958 -0.58247
O: -1.19626 2.70714 -0.20129
C: -2.44426 2.49370 -0.95808
C: -2.88257 3.85484 -1.45075
C: -2.19814 1.52670 -2.09310
H: -2.81599 5.42516 2.41138
H: -1.75344 4.65498 1.23499
H: -1.25267 4.78999 2.93274
H: -3.75711 3.26547 2.08545
H: -2.01951 3.09078 4.58238
H: -3.47631 2.14189 4.25518
H: -3.59846 3.89687 4.47650
H: 0.40008 2.86428 2.83729
H: 0.61697 3.77378 1.32477
H: 1.94779 2.97717 4.42776
H: 4.70094 1.72416 4.75117
H: 3.74350 2.53275 6.00700
H: 4.38520 3.46444 4.64493
H: 2.87119 0.07043 4.21123
H: 1.23786 0.62134 3.87833
H: 1.89258 0.77117 5.51790
H: 3.37076 4.32882 1.42740
H: 5.14341 3.32125 -0.82926
H: 5.42956 3.09805 0.90210
H: 5.50020 4.72600 0.19869
H: 3.13214 4.59262 -1.60197
H: 3.16219 5.88719 -0.40361
H: 1.75692 4.82428 -0.49052
H: -3.18958 2.07672 -0.27609
H: -2.05694 4.33883 -1.97588
H: -3.20204 4.50160 -0.63280
H: -3.71695 3.74110 -2.14210
H: -1.48192 1.95165 -2.80024
H: -3.13711 1.34786 -2.61548
H: -1.82836 0.56786 -1.72943
S: 2.64995 -4.68278 1.76495
C: 1.11747 -4.63499 2.50963
C: 0.41210 -3.51661 2.17653
C: 1.13254 -2.66116 1.29808
C: 2.35884 -3.17718 0.98682
C: 3.33026 -2.52043 0.10239
C: 4.63240 -2.98269 -0.07868
C: 5.52061 -2.22867 -0.81332
C: 5.10954 -1.00844 -1.33610
C: 3.79659 -0.63920 -1.15798
N: 2.92113 -1.38389 -0.48565
H: 0.81403 -5.44673 3.15286
H: -0.58810 -3.31353 2.53327
H: 4.92679 -3.92585 0.36122
H: 6.53010 -2.58259 -0.97767
H: 5.78711 -0.37081 -1.88568
H: 3.41459 0.28314 -1.57657
F: 0.88602 -4.62605 -1.06885
Te: 0.94682 -3.29825 -2.51343
F: 1.75693 -4.76053 -3.33597
F: 2.70728 -2.47462 -3.11651
F: -0.68310 -4.19506 -2.94959
F: 0.50819 -2.64431 -4.28732
O: -1.11207 -1.80768 -0.95573
C: -4.11519 -6.21188 -0.87281
C: -3.28782 -5.45818 0.14957
C: -1.86167 -5.23622 -0.28162
O: -3.91788 -4.19136 0.49044
P: -4.06264 -2.82230 -0.25932
S: -5.42777 -1.77239 0.61472
S: -2.47458 -1.49549 -0.06002
O: -4.27014 -3.27847 -1.75798
C: -4.41862 -2.48434 -2.97598
C: -5.03050 -1.11608 -2.74132
C: -3.07654 -2.40500 -3.66879
H: -3.74202 -7.23521 -0.93925
H: -4.03640 -5.74871 -1.85515
H: -5.16496 -6.24003 -0.57799
H: -3.32037 -5.99639 1.09777
H: -1.82554 -4.54226 -1.11896
H: -1.40432 -6.16813 -0.61339
H: -1.25774 -4.82527 0.52572
H: -5.11110 -3.07779 -3.57417
H: -4.38018 -0.51115 -2.11100
H: -5.99635 -1.19033 -2.24563
H: -5.15605 -0.62715 -3.70971
H: -2.34625 -1.90717 -3.02739
H: -3.17811 -1.84265 -4.60008
H: -2.68146 -3.39209 -3.89652
C: 0.83094 0.12921 -3.48710
C: 1.02995 1.11628 -2.39726
N: 1.32760 2.37665 -2.73620
O: 0.91938 0.84859 -1.18520
H: 0.75228 0.59382 -4.46788
H: -0.06337 -0.46225 -3.28935
H: 1.66527 -0.58225 -3.50331
H: 1.48343 2.63003 -3.69499
H: 1.50266 3.04506 -2.00411

Forces on atoms 1 to 2 (eV/Å):
-0.2311 0.1457 0.6629
0.0887 -0.1047 -0.0133

No. 3
Density functional theory data (ωB97M-V/def2-TZVPD) for one molecule with the formula C3H4O3.

**Lowest unoccupied orbital energy**: -0.2 eV
**HOMO-LUMO gap**: 10.1844 eV
**Largest force on an atom**: 0.57 eV/Å
**Energy relative to the best compared isomer or geometry (same formula, charge and spin)**: 26.8 kcal per mole
**E_HOMO**: -10.37 eV
**E_tot**: -342.41331 hartree
**Charge**: 0

Atoms and positions in Å:
C: -1.60299 0.14164 0.50585
O: -0.18473 0.03709 0.67695
C: 0.50053 -0.04119 -0.45610
O: 0.03192 -0.02961 -1.56957
C: 2.00801 -0.16272 -0.23447
O: 2.50187 -0.56828 0.78226
H: -2.01699 0.24554 1.50781
H: -1.84583 1.01020 -0.11174
H: -1.98628 -0.76048 0.02462
H: 2.59448 0.12781 -1.12561

Forces on atoms 1 to 2 (eV/Å):
-0.2578 -0.0010 0.0106
0.1657 -0.0194 -0.1455

No. 4
Density functional theory data (ωB97M-V/def2-TZVPD) for a 3-piece molecular cluster, CH8N2O2 overall at a distorted geometry.

**Lowest unoccupied orbital energy**: 0.2 eV
**HOMO-LUMO gap**: 9.5628 eV
**Largest force on an atom**: 2.08 eV/Å
**Energy relative to the best compared isomer or geometry (same formula, charge and spin)**: 19.7 kcal per mole
**E_HOMO**: -9.33 eV
**E_tot**: -302.86598 hartree
**Charge**: 0

Atoms and positions in Å:
H: 4.36451 1.02461 -0.07953
N: 3.89890 0.87840 0.81764
C: 2.72803 0.46369 0.54672
N: 2.10093 0.47606 -0.68990
H: 2.07203 0.00926 1.28793
H: 2.45292 1.05306 -1.43310
H: 1.10085 0.62890 -0.67017
O: -1.53221 1.39027 0.03992
H: -1.61018 0.46021 0.33301
H: -1.95180 1.38833 -0.81532
O: -5.28533 -2.68771 -0.41163
H: -5.67831 -3.57527 -0.25039
H: -4.38969 -2.67324 -0.13409

Forces on atoms 1 to 2 (eV/Å):
0.1954 0.6857 0.1283
-0.1917 -1.1013 -0.1837

No. 5
Density functional theory data (ωB97M-V/def2-TZVPD) for C6H10N2O2S as an isolated structure at a distorted geometry.

**Lowest unoccupied orbital energy**: 0.6 eV
**HOMO-LUMO gap**: 10.1313 eV
**Largest force on an atom**: 4.82 eV/Å
**Energy relative to the best compared isomer or geometry (same formula, charge and spin)**: 99.4 kcal per mole
**E_HOMO**: -9.49 eV
**E_tot**: -892.69607 hartree
**Charge**: 0

Atoms and positions in Å:
C: 1.14063 1.41609 0.30378
C: 1.14072 -0.53588 1.34704
C: 0.24028 -0.85880 0.44605
C: 1.71764 -1.40416 2.45204
C: -0.87383 -1.73330 0.19611
C: -0.98556 1.33449 -2.71599
N: 1.68057 0.76463 1.21295
N: 0.12413 0.78591 -0.42616
O: -2.40050 0.73605 -0.63489
O: -1.16530 2.87774 -0.57473
S: -1.25270 1.47922 -0.95095
H: 1.31740 2.44435 0.02758
H: 1.75325 -2.54161 2.04349
H: 2.78499 -1.13424 2.70999
H: 1.04908 -1.47485 3.34773
H: -1.91744 -1.31627 0.25176
H: -1.03219 -2.07261 -0.83400
H: -0.79531 -2.65228 0.82040
H: -1.60930 1.88065 -3.45950
H: -0.03821 1.74425 -2.63361
H: -0.87834 0.26063 -2.92907

Forces on atoms 1 to 2 (eV/Å):
-2.5876 0.9179 -2.0709
1.3109 0.4274 0.5605

No. 6
Density functional theory data (ωB97M-V/def2-TZVPD) for one molecule with the formula C3H5N3 at a distorted geometry.

**Lowest unoccupied orbital energy**: 0.4 eV
**HOMO-LUMO gap**: 8.5557 eV
**Largest force on an atom**: 3.68 eV/Å
**Energy relative to the best compared isomer or geometry (same formula, charge and spin)**: 75.5 kcal per mole
**E_HOMO**: -8.20 eV
**E_tot**: -281.46977 hartree
**Charge**: 0

Atoms and positions in Å:
N: 1.79593 0.31867 0.09268
C: 0.42520 -0.00217 -0.02564
C: -0.58276 0.83667 0.43033
N: -1.81094 0.40345 0.27533
N: -1.48975 -1.28559 -0.60383
C: -0.21632 -1.14490 -0.57390
H: 2.28727 0.34313 -0.79079
H: 2.29630 -0.26664 0.74894
H: -0.32336 1.79643 0.88527
H: -2.52959 1.06468 0.62260
H: 0.14803 -2.06374 -1.06099

Forces on atoms 1 to 2 (eV/Å):
0.2665 -0.1835 -0.0880
-0.2128 -0.0045 0.0010

> What is the largest force on an atom in the fifth record?

4.82 eV/Å